1.
This record from the OMol25 dataset describes a structure of composition C17H15F6GaN7O6S2Se3Te. The level of theory is ωB97M-V/def2-TZVPD.

Geometry (Å):
Ga  0.20956  -0.11153  -0.08718
Se  -0.86891  -2.17521  0.66658
Se  0.82742  -3.65317  0.07792
Te  2.68151  -2.57062  1.36828
Se  2.63937  -0.41330  0.10074
F  0.05146  2.95809  3.76617
C  -0.84370  2.25066  4.44503
F  -1.76246  3.08591  4.93891
F  -0.22820  1.65227  5.46707
S  -1.63959  0.96242  3.39209
O  -0.57448  0.20420  2.81041
O  -2.56724  0.32073  4.27444
N  -2.37477  1.93860  2.38045
S  -2.58607  1.78307  0.86751
O  -1.88211  0.67473  0.21364
O  -2.56213  3.03385  0.16611
C  -4.32824  1.20344  0.74739
F  -4.46188  0.03117  1.36241
F  -4.66484  1.05363  -0.53919
F  -5.16161  2.07979  1.30115
C  -2.29369  -0.58528  -2.70086
C  -0.95246  -1.16143  -2.97705
N  0.10953  -1.07676  -2.20895
C  1.12902  -1.73321  -2.86031
C  0.67467  -2.24241  -4.02909
N  -0.65648  -1.87413  -4.09929
C  -1.58933  -2.26994  -5.12006
N  -1.12894  -1.89440  -6.43533
N  -1.13518  -2.80763  -7.43008
N  -0.77184  -2.25200  -8.52373
C  -0.50501  -0.92357  -8.26498
C  -0.06350  0.10175  -9.10811
C  0.13438  1.33683  -8.53780
C  -0.08496  1.55972  -7.16003
C  -0.51968  0.56460  -6.31536
C  -0.73495  -0.68081  -6.91324
H  -2.22670  0.08127  -1.84782
H  -3.01933  -1.36494  -2.45886
H  -2.65765  -0.00806  -3.55293
H  2.11280  -1.79249  -2.42816
H  1.15146  -2.80636  -4.81096
H  -2.54784  -1.80368  -4.89974
H  -1.71495  -3.35206  -5.15021
H  0.11651  -0.08456  -10.15814
H  0.47902  2.15986  -9.15036
H  0.11069  2.53907  -6.74326
H  -0.63024  0.74535  -5.25505
O  0.49723  2.02229  0.92938
C  0.52881  2.45077  -0.22130
C  0.71546  3.86309  -0.70072
C  0.64528  3.70168  -2.22048
C  0.33827  2.21835  -2.44673
O  0.11537  1.73058  -3.53463
N  0.33969  1.57358  -1.23439
H  1.65942  4.25848  -0.32817
H  -0.09438  4.46685  -0.29062
H  1.58164  3.93773  -2.72657
H  -0.14293  4.29110  -2.68645

Results
HOMO energy = -4.946 eV
LUMO = 2.23 eV
energy = -334278.1320 eV
total charge = -1
orbital gap = 7.18 eV

Atom charges from the Mulliken analysis, given in e for atoms 1 to 8: number 1, Ga, carries 1.00; number 2, Se, carries -0.23; number 3, Se, carries -0.38; number 4, Te, carries -0.10; number 5, Se, carries -0.56; number 6, F, carries -0.19; number 7, C, carries 0.62; number 8, F, carries -0.24

2.
This record from the OMol25 dataset describes a structure of composition C17H15N3O5PtS4 in a non-equilibrium geometry. The level of theory is ωB97M-V/def2-TZVPD.

Geometry (Å):
Pt  0.20797  0.32729  -0.51878
O  4.40534  0.14683  3.64176
C  3.22718  0.14207  4.22315
O  3.07383  0.02265  5.41402
C  2.02215  0.29148  3.34363
C  0.75174  0.29422  3.86072
N  -0.09694  0.44108  2.83298
N  0.55203  0.55642  1.66706
C  1.83855  0.44820  1.95435
C  2.81099  0.51115  0.82010
O  4.01149  0.45906  1.06666
O  2.29455  0.63361  -0.34527
H  4.32646  0.28711  2.65480
H  0.43113  0.20215  4.88914
H  -1.09392  0.51688  2.86634
O  0.49024  5.18914  -5.40739
C  0.40626  4.35784  -4.54980
S  0.06467  4.72187  -2.84318
C  0.13528  3.07676  -2.26897
C  0.37214  2.09991  -3.19153
S  0.44359  0.41842  -2.89663
S  0.61900  2.61468  -4.84264
S  -0.12783  2.79299  -0.61980
C  -2.46880  0.85609  -1.81210
N  -1.96999  0.16871  -0.59781
C  -2.44442  0.85413  0.61625
C  -2.43224  -1.25720  -0.59892
C  -1.29198  -2.20622  -0.52730
C  -1.46624  -3.58679  -0.44995
C  -0.36759  -4.42722  -0.38968
C  0.91885  -3.89252  -0.41756
C  1.08974  -2.51795  -0.50711
C  -0.02801  -1.67838  -0.55108
H  -3.56084  0.79434  -1.85617
H  -2.04596  0.38661  -2.69660
H  -2.18055  1.90124  -1.79209
H  -3.53355  0.94147  0.61191
H  -2.01716  1.85096  0.67720
H  -2.14629  0.27219  1.48621
H  -3.00733  -1.44259  -1.50567
H  -3.10672  -1.42345  0.24226
H  -2.47190  -4.00282  -0.44229
H  -0.50843  -5.49891  -0.32067
H  1.78451  -4.54178  -0.37190
H  2.08897  -2.10173  -0.54766

Results
HOMO energy = -7.380 eV
LUMO = -1.77 eV
energy = -79168.4064 eV
orbital gap = 5.61 eV

Atom charges from the Mulliken analysis, given in e for atoms 1 to 8: number 1, Pt, carries 2.15; number 2, O, carries -0.54; number 3, C, carries 0.41; number 4, O, carries -0.60; number 5, C, carries 0.36; number 6, C, carries -0.37; number 7, N, carries -0.17; number 8, N, carries -0.32